No. 1
Formula: C12H36N4O6
Source: OMol25
Level of theory: ωB97M-V with the def2-TZVPD basis set

Geometry as ORCA input:
```
! RIJCOSX wB97M-V def2-TZVPD def2/J DEFGRID3
* xyz 2 1
C -1.10 -0.83 -0.32
C -2.13 -1.77 -1.05
C -3.64 -1.60 -0.73
O -3.68 -1.15 0.61
C -4.91 -1.29 1.26
N -1.92 -1.79 -2.58
H -1.97 -0.87 -3.01
H -0.97 -2.02 -2.81
H -2.57 -2.42 -3.03
H -0.08 -1.04 -0.65
H -1.23 -0.84 0.76
H -1.31 0.22 -0.55
H -1.85 -2.76 -0.68
H -4.06 -2.54 -1.07
H -4.06 -0.74 -1.26
H -4.71 -1.41 2.33
H -5.55 -2.13 0.98
H -5.57 -0.42 1.17
C 3.91 -0.21 -0.99
C 3.88 -1.73 -0.88
C 4.77 -2.37 0.14
O 4.39 -3.76 0.21
C 5.00 -4.21 1.42
N 2.43 -2.12 -0.53
H 2.40 -3.12 -0.67
H 2.19 -1.79 0.39
H 1.79 -1.79 -1.24
H 3.27 0.20 -0.20
H 3.65 0.09 -2.00
H 4.95 0.09 -0.91
H 4.01 -2.22 -1.85
H 4.71 -1.75 1.03
H 5.74 -2.34 -0.36
H 6.05 -3.98 1.64
H 5.02 -5.28 1.18
H 4.34 -4.01 2.27
C 0.62 3.48 -0.61
C -0.59 3.88 0.33
C -2.03 3.50 -0.28
O -2.99 3.87 0.56
C -4.29 3.67 0.01
N -0.26 3.50 1.78
H -0.26 2.53 2.07
H 0.64 3.81 2.12
H -1.07 3.82 2.29
H 0.48 3.68 -1.67
H 0.82 2.41 -0.71
H 1.56 3.98 -0.43
H -0.63 4.95 0.49
H -2.12 2.44 -0.53
H -2.23 4.11 -1.16
H -4.32 2.68 -0.45
H -4.72 4.39 -0.69
H -5.06 3.70 0.78
N 1.33 0.34 2.08
O 1.84 1.23 1.45
O 0.34 0.56 2.66
O 1.74 -0.81 1.91
*
```

Results
Gap between HOMO and LUMO (eV): 7.7
Calculated total energy (eV): -31251.56764

No. 2
Formula: C12H36N6O5
Source: OMol25
Level of theory: ωB97M-V with the def2-TZVPD basis set

Geometry as ORCA input:
```
! RIJCOSX wB97M-V def2-TZVPD def2/J DEFGRID3
* xyz 0 1
C 3.09 2.94 5.15
C 3.77 2.07 4.08
O 2.77 1.34 3.44
H 3.80 3.62 5.62
H 2.51 2.30 5.82
H 2.37 3.54 4.60
H 4.68 1.53 4.35
H 4.25 2.76 3.38
H 2.59 0.58 4.01
C 3.39 1.13 -3.05
O 4.02 0.67 -2.10
N 2.07 1.10 -3.29
N 4.05 1.92 -3.90
H 1.59 0.75 -2.47
H 1.60 1.65 -3.99
H 5.05 1.95 -3.98
H 3.48 2.48 -4.51
C 1.18 0.56 0.08
O 0.60 0.02 -0.87
N 2.47 0.52 0.29
N 0.57 1.04 1.15
H 2.71 0.84 1.22
H 3.17 0.17 -0.35
H -0.35 1.42 0.95
H 1.07 1.39 1.95
C -0.97 -2.08 -3.53
C -1.18 -3.09 -2.33
C -0.02 -4.14 -2.33
O 0.25 -4.75 -3.57
C -0.73 -5.60 -4.14
N -1.11 -2.23 -1.18
H -0.91 -2.47 -4.55
H -0.22 -1.32 -3.29
H -1.80 -1.38 -3.62
H -2.19 -3.48 -2.42
H -0.03 -4.90 -1.54
H 0.85 -3.60 -1.95
H -0.88 -5.28 -5.17
H -1.69 -5.51 -3.61
H -0.45 -6.64 -3.95
H -1.74 -1.44 -1.19
H -0.17 -1.86 -1.14
C -2.65 -0.25 2.67
C -3.65 0.63 1.87
C -2.94 1.58 0.87
O -1.98 2.45 1.39
C -2.46 3.49 2.20
N -4.53 -0.34 1.27
H -3.04 -0.44 3.67
H -1.72 0.30 2.83
H -2.30 -1.18 2.23
H -4.14 1.25 2.63
H -3.66 2.13 0.26
H -2.32 1.01 0.18
H -1.78 4.34 2.18
H -2.82 3.26 3.20
H -3.25 3.99 1.62
H -5.31 0.13 0.82
H -4.91 -0.89 2.03
*
```

Results
Gap between HOMO and LUMO (eV): 8.5
Calculated total energy (eV): -32205.04956

No. 3
Formula: C12H36O6
Source: OMol25
Level of theory: ωB97M-V with the def2-TZVPD basis set

Geometry as ORCA input:
```
! RIJCOSX wB97M-V def2-TZVPD def2/J DEFGRID3
* xyz 0 1
C -2.14 0.20 -2.44
O -1.11 -0.42 -3.18
H -2.60 1.02 -3.00
H -2.91 -0.55 -2.24
H -1.78 0.59 -1.49
H -0.34 0.16 -3.11
C 0.79 0.32 0.36
O -0.19 0.30 1.37
H 0.31 0.25 -0.62
H 1.39 1.24 0.39
H 1.49 -0.51 0.48
H 0.13 -0.25 2.10
C -2.88 2.16 2.68
O -1.49 2.46 2.68
H -3.21 1.78 1.72
H -3.13 1.44 3.47
H -3.41 3.09 2.91
H -1.04 1.70 2.28
C 0.80 -4.46 -0.86
C 0.62 -3.09 -1.46
C 1.83 -2.69 -2.31
O -0.58 -3.13 -2.24
H 0.73 -5.21 -1.65
H 0.07 -4.65 -0.08
H 1.80 -4.55 -0.43
H 0.47 -2.38 -0.63
H 1.51 -2.00 -3.10
H 2.23 -3.57 -2.81
H 2.57 -2.15 -1.73
H -0.59 -2.35 -2.81
C 2.44 3.75 -3.29
C 1.22 3.21 -2.56
C -0.05 3.64 -3.24
O 1.22 1.78 -2.56
H 3.34 3.19 -3.06
H 2.60 4.80 -3.04
H 2.29 3.69 -4.37
H 1.23 3.59 -1.53
H -0.05 3.33 -4.28
H -0.20 4.72 -3.19
H -0.94 3.22 -2.75
H 2.06 1.45 -2.24
C -0.25 -0.18 5.01
C -0.04 -1.55 4.38
C -1.32 -2.15 3.85
O 0.85 -1.45 3.26
H 0.70 0.33 5.17
H -0.73 -0.26 5.99
H -0.85 0.47 4.37
H 0.36 -2.24 5.13
H -1.11 -3.14 3.45
H -1.77 -1.53 3.08
H -2.05 -2.26 4.65
H 1.72 -1.17 3.56
*
```

Results
Energy above the lowest of the compared OMol25 structures with the same formula, charge and spin (eV): 1.332
Gap between HOMO and LUMO (eV): 10.0
Calculated total energy (eV): -25311.86960

No. 4
Formula: C12H36O6
Source: OMol25
Level of theory: ωB97M-V with the def2-TZVPD basis set

Geometry as ORCA input:
```
! RIJCOSX wB97M-V def2-TZVPD def2/J DEFGRID3
* xyz 0 1
C 4.64 0.55 -0.45
C 4.20 1.23 -1.76
O 3.47 2.44 -1.47
H 3.89 0.37 0.26
H 5.29 1.19 0.06
H 5.22 -0.33 -0.84
H 3.67 0.48 -2.32
H 4.97 1.56 -2.29
H 3.37 2.98 -2.37
C 1.84 0.34 3.62
C 2.23 1.07 4.81
O 3.25 0.13 5.39
H 1.33 -0.60 3.75
H 2.72 0.19 3.12
H 1.35 1.05 3.02
H 1.41 1.36 5.51
H 2.86 1.97 4.64
H 3.60 0.46 6.15
C -1.84 3.77 -2.46
C -1.17 3.13 -3.67
O -1.15 3.89 -4.86
H -2.88 4.18 -2.55
H -1.22 4.72 -1.98
H -1.84 3.10 -1.58
H -1.91 2.28 -4.05
H -0.23 2.73 -3.69
H -0.72 3.21 -5.50
C 0.62 -0.47 -0.33
C -0.85 -0.25 -0.81
O -1.76 -1.09 -0.12
H 1.04 -0.25 0.57
H 1.18 0.06 -1.16
H 0.95 -1.58 -0.39
H -1.01 -0.44 -1.89
H -1.08 0.68 -0.41
H -1.61 -0.94 0.81
C -3.02 -2.65 -3.51
C -3.27 -3.34 -2.09
O -2.10 -3.48 -1.40
H -2.67 -1.63 -3.31
H -4.03 -2.73 -4.00
H -2.33 -3.03 -4.25
H -3.76 -4.43 -2.24
H -4.13 -2.87 -1.47
H -1.95 -2.62 -1.11
C -1.77 -2.77 2.90
C -1.80 -1.45 3.54
O -1.84 -0.38 2.59
H -2.82 -3.04 2.39
H -1.77 -3.67 3.62
H -1.08 -2.93 2.18
H -0.86 -1.31 3.97
H -2.56 -1.37 4.38
H -2.08 0.51 3.02
*
```

Results
Energy above the lowest of the compared OMol25 structures with the same formula, charge and spin (eV): 6.667
Gap between HOMO and LUMO (eV): 9.8
Calculated total energy (eV): -25306.53429

> Number 1 is which compound?

C12H36N4O6

> The highest gap between HOMO and LUMO belongs to which entry?

number 3

> What is the formula in the fourth record?

C12H36O6